The following is a quantum chemistry calculation of C40H46BrCl3N2O5ReSSi as an isolated structure, from the Open Molecules 2025 dataset.

Results
spin multiplicity	4
LUMO level (alpha / beta)	-0.709 / -2.137	eV
orbital gap (alpha / beta)	0.2334 / 0.1989	Eh

Each line ends with the Löwdin spin population.
CARTESIAN COORDINATES (ANGSTROEM)
Re 0.108 -0.336 -1.282  2.009
C -0.561 1.220 2.583  0.000
C -0.402 -0.274 2.300  0.000
C 0.140 -0.990 3.532  0.000
C -1.737 -0.874 1.885  0.000
O 0.511 -0.460 1.174  0.006
Si 2.164 -0.244 1.200  0.016
S 2.524 -0.314 -0.895  0.102
O 3.006 -1.336 2.040  0.006
C 3.303 -2.733 1.985  0.001
C 2.221 -3.503 1.242  0.002
C 3.392 -3.200 3.437  0.000
C 4.646 -2.901 1.279  0.001
O 2.426 1.181 1.909  0.003
C 3.653 1.826 2.289  0.000
C 3.356 3.321 2.317  0.000
C 4.744 1.529 1.264  0.000
C 4.044 1.312 3.673  0.000
H -1.418 1.384 3.236  0.000
H -0.718 1.751 1.646  0.000
H 0.337 1.620 3.047  0.000
H -0.529 -0.818 4.375  0.000
H 1.131 -0.616 3.791  0.000
H 0.206 -2.064 3.353  0.000
H -2.476 -0.747 2.675  0.000
H -1.621 -1.937 1.673  0.000
H -2.094 -0.381 0.983  0.000
H 1.242 -3.330 1.691  0.000
H 2.435 -4.571 1.270  0.000
H 2.179 -3.189 0.200  0.001
H 2.427 -3.071 3.927  0.000
H 4.138 -2.616 3.977  0.000
H 3.668 -4.253 3.483  0.000
H 4.575 -2.515 0.261  0.001
H 4.920 -3.955 1.244  0.000
H 5.421 -2.345 1.807  0.000
H 3.048 3.645 1.324  0.000
H 4.248 3.871 2.614  0.000
H 2.549 3.536 3.018  0.000
H 4.379 1.780 0.268  0.000
H 5.006 0.469 1.288  0.000
H 5.635 2.120 1.476  0.000
H 3.291 1.599 4.409  0.000
H 5.009 1.721 3.971  0.000
H 4.108 0.225 3.646  0.000
Br -3.075 5.991 -1.277  0.000
C -1.203 5.684 -1.110  0.000
C -0.342 6.766 -1.034  0.000
C 1.020 6.531 -0.927  0.000
C 1.510 5.235 -0.883  0.000
C 0.632 4.163 -0.942  0.001
C -0.737 4.383 -1.068  0.000
C 1.139 2.730 -0.895  0.005
O 2.344 2.558 -1.063  0.010
O 0.213 1.860 -0.680  0.031
H -0.733 7.773 -1.066  0.000
H 1.702 7.369 -0.882  0.000
H 2.572 5.047 -0.810  0.000
H -1.414 3.545 -1.141  0.000
Cl -1.131 -0.997 -6.360  0.019
C 0.439 -0.395 -5.733  0.021
Cl 1.723 -1.522 -6.245  0.019
Cl 0.763 1.213 -6.424  0.018
C 0.385 -0.322 -4.305  0.197
N 0.239 -0.348 -3.160  0.014
C 0.036 -5.278 -1.429  0.032
C 1.038 -4.559 -2.065  -0.004
C 1.013 -3.173 -2.059  0.029
C -0.014 -2.455 -1.430  -0.018
C -1.026 -3.208 -0.827  0.027
C -0.999 -4.595 -0.809  -0.005
H 0.047 -6.361 -1.443  0.002
H 1.844 -5.081 -2.566  -0.001
H 1.808 -2.635 -2.565  0.002
H -1.871 -2.700 -0.379  0.001
H -1.790 -5.141 -0.311  -0.001
N -1.789 -0.027 -1.355  0.197
C -3.047 -0.017 -1.479  0.128
C -3.853 1.140 -1.007  0.016
C -3.276 2.025 -0.094  0.018
C -4.001 3.082 0.421  -0.002
C -5.306 3.298 -0.002  0.018
C -5.870 2.456 -0.947  -0.001
C -5.155 1.378 -1.446  0.017
C -3.741 -1.232 -1.998  0.022
C -4.847 -1.750 -1.327  0.014
C -5.404 -2.952 -1.733  0.000
C -4.869 -3.640 -2.812  0.010
C -3.762 -3.130 -3.478  -0.001
C -3.189 -1.941 -3.063  0.011
H -2.251 1.848 0.203  0.002
H -3.556 3.734 1.162  0.000
H -5.877 4.124 0.399  0.001
H -6.885 2.624 -1.282  0.000
H -5.610 0.729 -2.184  0.000
H -5.259 -1.224 -0.476  0.000
H -6.255 -3.357 -1.201  0.000
H -5.310 -4.576 -3.128  0.001
H -3.338 -3.668 -4.316  0.000
H -2.312 -1.541 -3.555  0.000



The following is a quantum chemistry calculation of C40H46CaGeN2OS3Te2 as an isolated structure, from the Open Molecules 2025 dataset.

Results
spin multiplicity	1
LUMO level	-3.305	eV
orbital gap	0.1298	Eh

Each line ends with the Mulliken charge.
CARTESIAN COORDINATES (ANGSTROEM)
Ca 17.026 -18.579 3.298  1.224
C 20.647 -17.941 6.358  -1.419
C 19.960 -17.910 5.065  0.685
N 18.767 -18.547 4.973  0.195
N 18.400 -19.359 5.984  -0.529
C 17.346 -20.172 5.964  0.414
S 16.153 -20.544 4.772  -0.699
S 17.282 -21.186 7.410  -0.162
C 17.568 -22.774 6.521  -0.705
C 16.761 -23.946 7.175  0.418
C 17.409 -25.063 7.713  -0.415
C 16.639 -26.202 7.976  -0.431
C 15.215 -26.178 8.046  -0.473
C 14.563 -25.037 7.551  -0.475
C 15.333 -23.998 7.020  -0.197
C 20.572 -17.245 3.944  -0.107
C 21.831 -16.553 4.172  -0.584
C 22.584 -16.114 3.106  -0.700
C 21.989 -16.171 1.827  -0.289
C 20.759 -16.692 1.591  -0.756
C 19.933 -17.197 2.640  0.709
O 18.729 -17.575 2.377  -0.720
H 20.230 -18.683 7.048  0.372
H 20.477 -16.983 6.835  0.315
H 21.718 -18.043 6.249  0.402
H 18.672 -22.966 6.618  0.283
H 17.317 -22.664 5.466  0.380
H 18.492 -25.071 7.839  0.345
H 17.258 -27.086 8.318  0.253
H 14.769 -26.981 8.605  0.372
H 13.500 -24.976 7.552  0.410
H 14.777 -23.197 6.430  0.214
H 22.178 -16.418 5.203  0.341
H 23.603 -15.671 3.381  0.266
H 22.573 -15.621 1.113  0.354
H 20.344 -16.629 0.602  0.432
Te 16.717 -18.110 -2.815  0.336
C 16.239 -17.449 -4.773  -0.002
C 17.359 -17.391 -5.612  -0.424
C 17.119 -17.163 -6.975  -0.425
C 15.856 -17.001 -7.486  -0.388
C 14.763 -17.085 -6.641  -0.367
C 14.958 -17.286 -5.288  -0.274
C 16.375 -20.149 -3.205  0.051
C 15.139 -20.790 -2.938  -0.273
C 15.037 -22.165 -3.098  -0.558
C 16.084 -22.913 -3.647  -0.269
C 17.346 -22.284 -3.940  -0.715
C 17.406 -20.893 -3.718  -0.156
H 18.350 -17.526 -5.197  0.406
H 17.959 -17.131 -7.704  0.289
H 15.728 -16.904 -8.576  0.336
H 13.732 -16.880 -7.039  0.291
H 14.129 -17.348 -4.591  0.403
H 14.327 -20.156 -2.581  0.389
H 14.175 -22.714 -2.737  0.342
H 16.028 -23.987 -3.790  0.354
H 18.173 -22.907 -4.290  0.359
H 18.302 -20.318 -3.913  0.283
C 13.112 -10.769 -1.080  -1.134
C 12.195 -12.021 -0.952  -0.393
C 12.779 -13.450 -0.741  -0.378
C 11.769 -14.456 -0.136  -0.945
Ge 12.392 -16.414 0.047  0.596
C 10.668 -17.235 -0.803  -0.935
C 9.402 -16.459 -0.512  -0.542
C 8.135 -17.344 -0.645  -0.480
C 6.746 -16.643 -0.490  -1.214
H 12.566 -9.835 -1.509  0.296
H 13.952 -10.916 -1.791  0.315
H 13.594 -10.426 -0.116  0.283
H 11.460 -12.139 -1.761  0.303
H 11.672 -11.806 0.015  0.217
H 13.684 -13.360 -0.100  0.283
H 13.159 -13.918 -1.692  0.298
H 10.804 -14.507 -0.630  0.258
H 11.445 -14.061 0.796  0.534
H 13.401 -16.411 -1.121  -0.162
H 10.686 -18.359 -0.531  0.419
H 10.846 -17.238 -1.896  0.405
H 9.351 -15.545 -1.130  0.373
H 9.377 -16.026 0.515  0.354
H 8.326 -18.233 0.002  0.357
H 8.115 -17.750 -1.714  0.255
H 6.486 -16.266 0.538  0.310
H 5.930 -17.356 -0.755  0.357
H 6.582 -15.848 -1.226  0.317
Te 15.098 -16.171 2.607  0.161
C 14.359 -16.554 4.532  -0.046
C 14.685 -16.397 5.869  -0.239
C 13.659 -16.844 6.766  -0.496
C 12.562 -17.289 6.081  -0.496
S 12.796 -17.163 4.369  -0.119
H 15.624 -15.968 6.146  0.463
H 13.687 -16.762 7.844  0.379
H 11.630 -17.759 6.458  0.337



The following is a quantum chemistry calculation of C40H46P2PtSi as an isolated structure, from the Open Molecules 2025 dataset.

Results
spin multiplicity	3
LUMO level (alpha / beta)	-0.210 / -0.231	eV
orbital gap (alpha / beta)	0.1941 / 0.1999	Eh

Each line ends with the Löwdin spin population.
CARTESIAN COORDINATES (ANGSTROEM)
Pt 2.520 -1.184 0.682  0.141
C 4.801 -1.367 0.901  0.265
C 4.887 -1.162 -0.553  0.051
C 5.144 -2.478 -1.284  0.007
C 4.074 -3.507 -0.954  0.004
C 2.952 -3.261 0.025  0.024
C 2.850 -2.895 1.470  -0.074
C 4.052 -3.281 2.325  -0.002
C 5.227 -2.587 1.646  0.035
C -0.084 -1.895 -0.175  0.046
H 5.107 -0.460 1.415  0.009
H 5.629 -0.431 -0.933  0.009
H 6.166 -2.828 -1.076  0.000
H 5.199 -2.320 -2.378  0.003
H 3.614 -3.665 -1.931  0.005
H 4.578 -4.455 -0.629  -0.001
H 2.452 -4.210 0.199  0.008
H 1.868 -3.324 1.848  -0.008
H 4.202 -4.397 2.348  -0.002
H 3.822 -2.851 3.312  0.000
H 5.961 -2.352 2.429  0.003
H 5.840 -3.284 1.033  0.005
H -0.079 -1.335 0.824  0.004
H -0.903 -2.560 0.087  0.006
H -0.483 -1.161 -0.856  0.000
P 3.395 -0.483 -1.270  0.008
P 0.602 -3.220 -1.386  0.159
C 2.621 -1.351 -2.608  0.177
C 1.711 -2.376 -2.569  0.181
C 3.691 1.241 -1.663  0.007
C 4.552 1.548 -2.747  0.002
C 4.500 2.825 -3.348  0.005
C 3.598 3.781 -2.875  0.004
C 2.782 3.517 -1.763  0.004
C 2.876 2.271 -1.172  0.016
C 3.795 1.228 1.339  0.592
C 3.229 0.969 2.553  0.039
C 3.933 1.376 3.720  0.023
C 5.136 2.092 3.544  -0.020
C 5.638 2.426 2.268  0.031
C 4.937 1.966 1.110  0.073
C -0.760 -3.324 -2.642  0.009
C -0.989 -2.258 -3.541  0.011
C -2.056 -2.306 -4.435  0.001
C -2.946 -3.360 -4.454  0.005
C -2.760 -4.385 -3.527  0.000
C -1.709 -4.368 -2.621  0.006
C 0.365 -4.723 -0.252  0.057
C 0.117 -4.599 1.133  0.009
C 0.185 -5.692 1.990  0.003
C 0.311 -6.952 1.470  0.000
C 0.356 -7.157 0.093  0.000
C 0.380 -6.042 -0.778  0.006
H 2.804 -0.851 -3.551  0.008
H 1.489 -2.713 -3.576  0.008
H 5.238 0.774 -3.123  0.001
H 5.141 3.016 -4.237  0.000
H 3.461 4.688 -3.447  0.000
H 2.041 4.256 -1.439  0.000
H 2.229 2.028 -0.327  0.006
H 2.286 0.398 2.655  -0.010
H 3.531 1.151 4.712  0.005
H 5.657 2.481 4.411  -0.001
H 6.541 3.030 2.125  0.006
H 5.311 2.159 0.104  0.008
H -0.323 -1.390 -3.581  0.002
H -2.198 -1.482 -5.118  0.000
H -3.800 -3.368 -5.147  0.000
H -3.474 -5.202 -3.498  0.000
H -1.638 -5.142 -1.857  0.000
H -0.120 -3.639 1.582  0.000
H 0.252 -5.546 3.055  0.001
H 0.362 -7.809 2.106  0.000
H 0.362 -8.166 -0.332  0.000
H 0.394 -6.184 -1.883  0.002
C 0.374 3.597 2.409  0.001
Si -0.629 2.662 1.115  -0.001
C -2.329 2.284 1.781  0.000
C -0.886 3.685 -0.425  -0.001
C 0.340 1.137 0.709  -0.001
C 1.308 0.429 0.502  0.019
H -0.161 4.538 2.596  0.000
H 1.385 3.788 2.029  0.000
H 0.437 2.994 3.326  0.000
H -2.917 3.200 1.600  0.000
H -2.819 1.437 1.281  0.000
H -2.258 2.095 2.862  0.000
H -0.032 4.348 -0.589  0.000
H -1.055 3.067 -1.312  0.000
H -1.785 4.279 -0.218  0.000



Number 1: calculated total energy -183901.38684 eV, largest force on an atom 3.83 eV/A. Number 2: calculated total energy -169295.49086 eV, largest force on an atom 3.13 eV/A. Number 3: calculated total energy -71914.38415 eV, largest force on an atom 3.97 eV/A.